No. 1
C3H7N3S in the gas phase in a non-equilibrium geometry. Source: the OMol25 dataset; level of theory: ωB97M-V/def2-TZVPD.

## Properties
Kohn-Sham gap (spin up / spin down) ... 8.07 / 8.07 eV
Relative energy (zero: lowest compared OMol25 entry of this formula, charge and spin) ... 4.3309 eV
SMILES ... CN1CCN=[N+]1[S-]
LUMO energy (spin up / spin down) ... -0.12 / -0.12 eV
HOMO level (spin up / spin down) ... -8.19 / -8.19 eV

```
14
Properties=species:S:1:pos:R:3:forces:R:3:lowdin_charge:R:1
C -0.63759 1.69287 -0.01865 0.98 0.33 1.37 -0.08
N -0.70416 0.25580 -0.20917 -0.13 1.95 -0.81 -0.21
C 0.43685 -0.63301 -0.36464 0.25 0.46 2.69 -0.12
C -0.20745 -1.99166 -0.02248 2.67 -1.62 0.18 -0.25
N -1.49936 -1.71988 0.39788 -4.19 3.71 0.35 0.00
N -1.81595 -0.36645 0.20335 2.71 -6.17 0.60 -0.63
S -3.30963 0.27666 0.41472 -0.01 0.11 0.10 0.59
H 0.02517 1.91615 0.90628 -1.62 -0.30 -0.65 0.11
H 0.00844 2.16729 -0.75000 -0.49 -0.10 -0.83 0.07
H -1.70251 2.08396 0.00394 1.64 -0.25 0.13 0.04
H 1.32574 -0.27922 0.24487 -1.18 -0.48 0.18 0.13
H 0.84436 -0.57717 -1.30842 0.37 -0.02 -2.52 0.08
H -0.21818 -2.69460 -0.90203 -0.10 0.79 0.41 0.12
H 0.34597 -2.66242 0.77617 -0.90 1.60 -1.20 0.14
```
Forces are in eV/Å.

---

No. 2
2 unconnected molecules or ions with the total composition C9H14O in a non-equilibrium geometry. Source: the OMol25 dataset; level of theory: ωB97M-V/def2-TZVPD.

## Properties
Kohn-Sham gap ... 8.96 eV
Relative energy (zero: lowest compared OMol25 entry of this formula, charge and spin) ... 2.1892 eV
SMILES ... Cc1ccc(O)cc1.CC
LUMO energy ... 0.74 eV
HOMO level ... -8.22 eV

```
24
Properties=species:S:1:pos:R:3:forces:R:3:lowdin_charge:R:1
C -0.62593 -2.87309 0.52772 0.98 2.13 1.89 -0.05
C -0.64904 -1.31144 0.56635 -1.54 -2.23 -3.83 -0.33
C -0.47315 -0.57080 1.65406 1.84 -0.32 3.77 -0.09
C -0.64545 0.84924 1.62756 0.59 -1.18 -0.65 -0.01
C -1.03042 1.48024 0.43113 0.90 -3.71 1.46 -0.39
O -1.46530 2.68971 0.33029 -0.90 3.71 -1.13 0.09
C -1.06111 0.68084 -0.72977 0.00 2.45 -1.91 -0.05
C -0.90757 -0.65659 -0.67830 -0.14 -0.52 1.64 -0.07
H -1.54998 -3.30507 0.98852 1.12 0.18 -0.17 0.09
H 0.35855 -3.03221 1.05500 -1.27 -0.94 -0.18 0.08
H -0.51129 -3.18496 -0.47844 -0.03 -0.46 -0.91 0.04
H -0.03125 -1.28229 2.61237 -1.47 2.77 -2.32 0.18
H -0.26368 1.39952 2.45833 -0.41 0.56 0.62 0.09
H -1.39469 3.33856 1.04092 0.35 -0.82 0.30 0.13
H -1.12347 1.20065 -1.76274 -0.33 -0.80 1.94 0.15
H -1.10824 -1.16925 -1.58576 0.29 -0.82 -0.56 0.10
C 2.92055 -0.02875 -2.27189 0.57 0.40 -0.12 -0.19
C 2.56536 -0.04459 -0.76659 1.82 0.62 0.55 -0.18
H 3.81037 -0.60028 -2.31995 1.37 -0.46 -0.33 0.03
H 2.25163 -0.70906 -2.80633 -0.47 0.81 -0.30 0.05
H 3.17802 0.96096 -2.82312 -0.99 -1.57 1.19 0.10
H 2.21336 -1.04612 -0.51623 -0.37 0.18 -0.02 0.04
H 1.78708 0.71650 -0.59714 0.43 -0.43 0.68 0.04
H 3.54653 0.04500 -0.06935 -2.33 0.44 -1.60 0.11
```
Forces are in eV/Å.

---

no.,DFT total energy (eV)
1,-18526.13957
2,-11605.44749